# C56H154N14O14

14 unconnected molecules or ions with the total composition C56H154N14O14 (wB97M-V/def2-TZVPD, OMol25).

The geometry in XYZ format:
```
238
Properties=species:S:1:pos:R:3:forces:R:3:lowdin_charge:R:1
C 8.328901 1.791494 0.980962 -0.1224 -0.6487 0.6702 -0.042
C 7.027611 1.619104 1.803562 -0.4399 -0.0088 0.1345 -0.419
C 7.260021 0.880044 3.131452 -0.0818 -0.2761 0.4770 -0.180
O 6.074121 0.623794 3.932082 0.6141 -0.3371 -0.7585 -0.215
C 6.299221 -0.253326 5.061442 -0.3254 0.7916 -0.6151 -0.083
N 6.496791 2.957634 2.034672 0.3768 0.0237 -0.2781 0.047
H 8.147251 2.275154 0.021192 -0.1352 -0.0183 0.1118 0.070
H 8.831731 0.839154 0.812722 -0.1965 -0.1561 -0.1732 0.077
H 9.065201 2.373474 1.535272 -0.0953 0.3096 0.1011 0.079
H 6.288041 1.095424 1.197852 0.0291 -0.3137 0.0211 0.109
H 7.929091 1.547434 3.674622 0.2485 -0.0219 0.4537 0.123
H 7.778661 -0.066386 2.978492 0.0938 -0.1782 -0.1551 0.117
H 6.737141 0.332964 5.869272 0.1993 -0.1880 0.1333 0.086
H 6.900151 -1.132466 4.828882 0.3217 0.1397 -0.2370 0.080
H 5.333321 -0.640826 5.385452 -0.1131 0.2804 -0.0851 0.081
H 5.664461 2.982614 2.606262 -0.0580 -0.1229 0.2741 0.070
H 7.241101 3.466884 2.489382 -0.1908 0.4690 0.2532 0.087
C -0.792999 -1.261766 -4.335098 -0.0834 1.4051 0.2742 -0.061
C -0.503729 -2.475496 -3.523888 0.6065 0.0425 0.4496 -0.431
C -0.580079 -3.691466 -4.415828 -0.2308 -1.5369 -0.6660 -0.204
O -1.858419 -4.289666 -4.343158 -0.9187 0.2758 0.3864 -0.192
C -2.127239 -5.419566 -5.131378 -0.5125 -0.0256 0.0847 -0.112
N 0.759971 -2.345736 -2.790818 -0.5360 0.3013 -0.4093 0.075
H -1.738249 -1.280266 -4.877558 -0.0686 -0.2256 0.0727 0.089
H -0.007119 -1.011976 -5.047898 0.1714 -0.1756 -0.0752 0.072
H -0.826929 -0.460326 -3.597098 -0.1087 0.4764 -0.2526 0.060
H -1.211959 -2.469476 -2.695358 -0.6715 -0.7018 -0.3149 0.124
H 0.164831 -4.461086 -4.213588 0.3560 -0.0968 0.6300 0.113
H -0.381349 -3.443006 -5.458358 0.0367 0.4637 -0.3264 0.117
H -3.170699 -5.699726 -4.987158 -0.0833 0.1498 0.4273 0.087
H -1.545279 -6.287286 -4.820748 0.3985 -0.0412 -0.2224 0.068
H -2.094819 -5.249386 -6.207518 0.6909 0.1918 -0.1839 0.087
H 1.547091 -2.333936 -3.423598 -0.0189 -0.1342 -0.2142 0.028
H 0.834101 -3.205536 -2.266068 0.5027 -0.2103 0.3579 0.020
C 1.781831 5.849644 2.337712 -0.9490 1.2319 0.4615 -0.066
C 2.876761 5.089604 1.694252 -0.0497 -0.3314 1.2911 -0.459
C 2.821661 3.663894 2.263102 0.7107 0.0995 -0.2997 -0.205
O 3.178301 3.674324 3.622802 0.8978 0.0055 0.7732 -0.179
C 3.201141 2.394874 4.271952 -0.9669 0.0810 -0.9716 -0.082
N 2.744661 5.070954 0.267342 -0.2407 -0.8567 -0.8762 0.064
H 1.693201 6.834304 1.878702 -0.2323 0.1400 -0.0438 0.079
H 1.905221 6.021074 3.407052 0.3587 -0.1547 -0.0182 0.085
H 0.833431 5.319454 2.250902 -0.1624 0.0274 -0.3010 0.075
H 3.839511 5.494374 2.006292 0.2881 0.1109 0.1795 0.140
H 3.583541 3.164464 1.664612 -0.0337 -0.9697 -0.0461 0.102
H 1.835521 3.205664 2.187892 -0.0987 -0.0148 -0.5338 0.112
H 2.180611 2.015574 4.324432 -0.2982 0.0903 0.3601 0.065
H 3.635481 2.469074 5.268912 0.0301 0.2585 -0.2275 0.094
H 3.687941 1.614564 3.686932 0.6562 0.1954 -0.1194 0.068
H 3.567481 4.625034 -0.112428 0.3336 -0.2275 -0.1696 0.019
H 2.726311 5.970624 -0.191298 -0.1821 0.3735 0.4865 0.083
C -0.471689 -0.255546 -0.540928 0.3434 -0.3464 1.1849 -0.039
C -0.913609 0.279024 0.862432 1.8035 -0.8038 -1.5551 -0.360
C 0.231121 1.041424 1.624152 -1.0699 -0.9334 0.9976 -0.148
O 1.149801 0.191874 2.343832 -0.2678 1.4225 -0.2203 -0.204
C 2.235771 -0.281336 1.579332 -1.1603 -0.6546 -0.5755 -0.095
N -2.012489 1.129264 0.545952 -0.7239 1.1984 0.6470 0.043
H 0.310961 -1.014206 -0.540408 0.0603 0.1304 -0.1019 0.047
H -0.172929 0.604684 -1.139968 0.1703 -0.1042 -0.2217 0.071
H -1.365059 -0.709156 -0.970138 0.0391 -0.0399 -0.2885 0.067
H -1.298649 -0.583756 1.405982 0.2696 0.2350 0.5508 0.110
H -0.204159 1.630924 2.431072 -0.4396 0.0077 0.0156 0.099
H 0.697931 1.791154 0.985322 0.5122 -0.3416 -0.3658 0.097
H 2.615761 0.445184 0.861082 0.2952 0.4158 0.2390 0.080
H 1.764171 -1.055606 0.974192 0.8594 -0.6823 -0.2466 0.068
H 2.999161 -0.669196 2.253792 -0.0244 0.0362 -0.1510 0.088
H -1.719069 1.822824 -0.127078 -0.0321 0.1425 0.0738 0.036
H -2.716439 0.594374 0.057642 -0.3115 -0.1329 -0.0555 0.057
C 1.984771 -5.737706 0.726792 0.7707 1.2047 1.3242 -0.037
C 2.117431 -4.460766 -0.085168 -1.3665 -0.5714 -0.4655 -0.397
C 3.527721 -3.791336 -0.126488 -1.2033 -0.1407 -0.2176 -0.182
O 4.007471 -3.518226 1.182752 1.1202 1.0954 -0.8246 -0.187
C 5.205541 -2.663376 1.154112 -0.3401 -1.3727 1.1217 -0.069
N 1.593771 -4.809926 -1.404978 1.0850 0.8648 -1.3542 0.036
H 2.077001 -5.364816 1.746862 0.6669 -0.8786 0.4996 0.067
H 2.769791 -6.399976 0.361762 0.0669 -0.3141 0.5734 0.092
H 1.020331 -6.245446 0.713912 0.0043 0.3313 -0.5659 0.070
H 1.363181 -3.741286 0.233502 0.3898 0.4313 0.7202 0.107
H 3.458471 -2.873886 -0.710928 -0.3164 0.3896 0.0551 0.104
H 4.206741 -4.392396 -0.731278 0.3841 -0.5979 0.2719 0.122
H 6.019731 -3.114936 0.587292 -0.2132 -0.0908 -0.4919 0.084
H 5.575611 -2.681156 2.179212 -0.1845 0.0721 0.1338 0.080
H 5.095771 -1.611066 0.892002 -0.6844 -0.0825 -0.4113 0.073
H 0.880701 -5.523256 -1.352078 0.4047 -0.2175 0.1632 0.031
H 2.350391 -5.120776 -1.997418 -0.0538 -0.2908 -0.3107 0.087
C -2.964529 2.057064 -4.466418 -1.2001 -1.6146 -0.8699 -0.087
C -2.813999 3.161844 -3.546108 1.8566 1.9233 1.4180 -0.450
C -1.577049 2.973464 -2.604488 -0.2022 0.6833 -0.3264 -0.171
O -1.291389 4.132924 -1.809188 -0.9007 -0.0102 -0.4556 -0.192
C -0.187599 3.916384 -0.968778 0.0154 -0.2429 0.1106 -0.118
N -2.693099 4.429254 -4.321938 -0.7628 -0.9700 1.2243 0.066
H -3.005369 1.156814 -3.853248 0.2596 -0.5014 -0.4729 0.077
H -2.288979 2.003544 -5.320148 0.4350 -0.0817 0.3490 0.092
H -3.955489 2.184654 -4.902088 -0.1101 -0.2264 -0.2131 0.087
H -3.669029 3.099914 -2.872918 -0.2532 0.7798 -0.0809 0.112
H -0.681019 2.810484 -3.203358 0.1766 -0.4521 -0.2943 0.125
H -1.764619 2.114614 -1.960058 0.0984 -0.2071 -0.0404 0.093
H -0.414989 3.078264 -0.310038 0.2728 0.0165 0.2709 0.047
H 0.041391 4.792344 -0.361878 -0.2242 0.0247 -0.1921 0.071
H 0.711721 3.661804 -1.529598 0.1785 -0.0129 -0.1737 0.082
H -1.809469 4.302214 -4.794338 0.2623 0.4151 -0.2868 0.066
H -2.553059 5.118394 -3.596968 0.2407 0.6229 -0.1968 0.058
C -2.299669 3.475124 4.151732 0.4752 0.8493 -0.7409 -0.052
C -3.362369 3.249614 3.048002 0.0717 -1.0304 1.9205 -0.390
C -3.052499 3.865114 1.712462 -0.9270 1.7668 0.3802 -0.155
O -3.421819 5.299754 1.822332 1.5965 -0.3970 -1.3921 -0.219
C -2.956219 6.074374 0.668702 -0.3848 -0.5255 0.5247 -0.077
N -3.442449 1.781574 2.970592 -0.4968 0.0643 0.0255 0.027
H -1.969339 4.512434 4.206222 0.0982 0.2049 -0.2136 0.072
H -1.441019 2.850574 3.905212 0.1499 0.0179 0.1822 0.044
H -2.638409 3.248414 5.162642 -0.2940 -0.4151 -0.2418 0.075
H -4.244219 3.702444 3.501202 -0.5713 -0.2174 -0.5811 0.135
H -3.674189 3.470084 0.908992 0.0223 -0.3488 -0.0124 0.100
H -2.006909 3.651144 1.490982 0.2298 0.6278 -0.2858 0.107
H -3.184909 7.129564 0.818242 0.0752 -0.1135 0.4168 0.089
H -3.463539 5.802034 -0.256798 -0.2491 -0.3855 -0.0189 0.068
H -1.893929 5.938544 0.465732 0.1226 -0.0094 0.3477 0.068
H -4.329959 1.356054 2.743942 -0.7429 0.5297 0.0000 0.040
H -2.884769 1.474024 2.186702 0.5538 0.0988 -0.2767 0.018
C 4.094111 -3.870636 -6.706148 -1.2616 -1.0663 0.9275 -0.055
C 2.827681 -2.969376 -6.669808 1.3294 -0.9480 0.7235 -0.438
C 3.039621 -1.765276 -5.791428 -0.1713 1.2646 0.4981 -0.224
O 3.108711 -2.078486 -4.412608 0.5951 0.2756 0.4925 -0.231
C 3.455741 -0.945856 -3.561278 0.2842 -0.8411 -0.7158 -0.075
N 2.598771 -2.544056 -8.025878 -0.2219 0.9344 -0.4975 0.038
H 4.921011 -3.505526 -7.315278 -0.0224 0.4665 0.3586 0.081
H 3.790811 -4.812856 -7.162578 -0.0607 -0.1084 -0.3201 0.071
H 4.372691 -4.197046 -5.704178 0.5018 0.3851 0.0936 0.073
H 1.977901 -3.475906 -6.212208 -0.0887 -0.4919 -0.3940 0.126
H 2.233861 -1.033956 -5.854808 -0.3361 0.0415 -0.6855 0.119
H 3.937221 -1.251726 -6.135908 0.4825 0.1788 0.1230 0.126
H 4.438681 -0.596396 -3.877188 0.1820 0.0705 0.2609 0.088
H 3.448011 -1.314196 -2.535428 0.1873 -0.0613 -0.1544 0.071
H 2.777511 -0.092916 -3.585888 -0.4397 -0.1549 -0.4354 0.087
H 3.374411 -1.909636 -8.152338 -0.0324 0.8783 -0.4312 0.065
H 2.903551 -3.259586 -8.670258 -0.4807 -0.6225 -0.0241 0.068
C -2.321399 -1.443206 6.749562 0.5384 0.7122 1.2971 -0.070
C -2.084759 -0.196126 5.867562 0.3366 -1.1899 -1.8903 -0.312
C -0.578809 0.121204 5.490682 -0.0974 -1.5313 0.4191 -0.181
O 0.119131 0.087844 6.711962 0.9809 0.6569 2.3741 -0.215
C 1.527461 0.481114 6.771342 -1.7595 -0.0860 -1.3974 -0.057
N -2.898839 -0.557366 4.626162 0.7844 1.1664 0.9133 0.022
H -2.169079 -1.148976 7.787982 0.0411 -0.1223 0.1543 0.070
H -1.693139 -2.322266 6.605862 0.3114 0.3396 -0.4731 0.070
H -3.343409 -1.816366 6.683692 -0.0880 0.2796 -0.1851 0.072
H -2.326679 0.734284 6.381272 -0.9164 -0.0866 0.1041 0.121
H -0.466279 1.070064 4.966182 -0.1897 0.2023 -0.0468 0.100
H -0.111699 -0.673126 4.908492 -0.3685 -0.1301 -0.7724 0.102
H 2.013381 -0.150916 6.028022 0.5858 0.2395 -0.0981 0.076
H 2.017261 0.373724 7.739152 -0.7612 -0.5116 0.1957 0.084
H 1.591811 1.541474 6.527182 0.1939 0.0278 -0.3115 0.069
H -3.084599 0.228444 4.019452 0.5233 0.7419 -0.0854 0.009
H -3.833049 -0.807496 4.917332 -0.0930 -0.2835 0.3950 0.072
C -7.544739 1.301294 0.779832 0.6167 -0.8010 -0.2893 -0.037
C -6.341509 0.325934 0.449582 -1.8817 0.8410 1.1833 -0.375
C -5.375929 1.044494 -0.474638 0.1707 0.1245 0.1401 -0.186
O -4.323049 0.248884 -0.987938 0.5877 -0.5519 0.4147 -0.233
C -4.730689 -0.968986 -1.586998 0.2889 0.2881 -0.3102 -0.084
N -5.734939 -0.092876 1.753482 0.4513 0.5092 -1.2862 0.061
H -7.201949 2.232114 1.231682 0.1449 -0.0602 -0.1410 0.055
H -8.235549 0.840454 1.485882 0.1185 -0.2109 0.1112 0.072
H -8.136239 1.527504 -0.107328 0.2204 0.1191 -0.0894 0.077
H -6.768159 -0.552146 -0.035248 -0.0789 -0.0004 -0.3062 0.119
H -4.935519 1.866714 0.089362 0.3464 -0.0822 0.1091 0.111
H -5.817929 1.521304 -1.349498 -0.8614 -0.1527 0.1286 0.113
H -3.872309 -1.362176 -2.131688 0.0466 0.0492 0.0205 0.084
H -5.526199 -0.773986 -2.306188 -0.2267 -0.1376 -0.0655 0.096
H -5.040109 -1.725526 -0.865878 -0.1294 0.0286 0.1277 0.084
H -5.066899 -0.813966 1.521402 0.3526 -0.2328 0.2878 0.047
H -6.416559 -0.523566 2.361752 -0.2823 0.0065 -0.1160 0.079
C -8.594079 5.166764 1.237022 0.5394 -0.4293 -1.1784 -0.045
C -7.058319 5.124994 1.096052 -0.3686 -0.9287 0.6694 -0.424
C -6.510929 4.939304 -0.357978 -1.2315 0.1303 -0.7287 -0.155
O -7.242519 3.986094 -1.157518 0.4796 -0.3807 -0.2996 -0.211
C -6.676069 3.830924 -2.472698 -0.2443 -0.0138 0.4151 -0.102
N -6.326999 6.232494 1.672612 0.6004 0.8779 -0.7829 0.043
H -9.027889 5.975884 0.649462 -0.0801 0.1466 0.2072 0.079
H -9.007309 5.122134 2.244672 0.4942 0.4355 0.1599 0.075
H -8.919899 4.231074 0.782692 -0.2533 -0.0024 -0.2061 0.060
H -6.762339 4.248804 1.672932 0.0148 -0.6576 -0.1860 0.105
H -5.462099 4.643764 -0.384788 0.2555 0.0303 0.4453 0.097
H -6.611629 5.866644 -0.921888 0.2361 0.5613 0.3540 0.126
H -6.802999 4.691504 -3.129498 -0.2439 0.4072 0.2395 0.088
H -7.142619 2.987514 -2.981698 -0.2713 -0.0404 0.3219 0.088
H -5.605339 3.626854 -2.475788 0.1950 -0.0017 0.4486 0.052
H -5.364309 5.937914 1.591692 0.4918 0.3377 0.0747 0.025
H -6.417649 6.413044 2.662202 -0.7251 -0.3780 0.0894 0.078
C 4.532911 2.017574 -1.156728 0.4530 -0.2943 -0.6631 -0.035
C 5.398511 3.152614 -1.703398 -1.8751 0.0111 -1.4976 -0.437
C 4.648881 3.937404 -2.844908 2.0892 -0.3470 -0.8316 -0.151
O 4.508451 3.104144 -4.032618 -0.4777 0.0506 1.1471 -0.199
C 3.566331 3.535034 -4.985688 -0.2874 0.3442 0.2034 -0.126
N 5.655801 4.007644 -0.615388 0.0466 1.5243 0.8671 0.031
H 4.414671 1.281624 -1.952028 0.0962 -0.3880 0.2968 0.063
H 3.527711 2.295264 -0.839598 0.0277 0.5564 -0.1174 0.072
H 5.030781 1.636854 -0.264948 -0.0396 -0.5114 -0.1848 0.050
H 6.346161 2.839394 -2.141528 -0.1144 -0.8137 -0.3423 0.133
H 5.382851 4.664614 -3.192098 0.0873 0.6328 0.2403 0.114
H 3.798361 4.529984 -2.507918 -0.6135 -0.6571 -0.0286 0.115
H 3.614981 4.591274 -5.250438 0.6588 0.3081 -0.0081 0.080
H 2.544271 3.453724 -4.615698 -0.2455 -0.5357 0.0555 0.076
H 3.717371 2.956194 -5.896848 -0.1134 -0.0946 0.1654 0.087
H 6.347781 4.714584 -0.819138 0.0546 0.2057 -0.1451 0.091
H 6.021451 3.478564 0.163372 -0.0146 0.1125 0.5299 0.016
C -0.060279 -9.855066 -3.317218 -1.0872 0.9026 0.0733 -0.056
C 0.113951 -8.962986 -2.102858 2.0977 0.8393 -1.2789 -0.498
C -0.662479 -7.645796 -2.210178 0.3264 -1.6296 1.0125 -0.173
O -0.475339 -6.911896 -0.990888 -0.6954 0.4782 -0.7414 -0.229
C -1.339639 -5.779946 -0.996708 -0.9824 0.6041 0.1365 -0.095
N -0.126349 -9.675306 -0.885848 -0.3526 0.3597 0.5732 0.058
H 0.311651 -10.865796 -3.149318 0.0062 0.1792 -0.0991 0.081
H 0.351821 -9.382236 -4.208678 0.2446 -0.2327 -0.0374 0.078
H -1.142599 -9.848946 -3.446268 -0.1947 -0.7381 -0.3775 0.075
H 1.151971 -8.630906 -2.121428 0.5714 0.1139 0.0567 0.127
H -1.683539 -8.019406 -2.287378 -0.5961 0.8799 -0.3068 0.134
H -0.269649 -7.076926 -3.052898 -0.4482 0.0741 -0.2001 0.122
H -1.225129 -5.094496 -1.836438 0.4922 -0.2533 -0.4634 0.075
H -1.247799 -5.132986 -0.124298 0.5707 -0.4753 0.3893 0.080
H -2.394629 -6.052086 -1.028808 -0.0945 -0.4780 0.0485 0.098
H 0.762431 -10.102556 -0.667618 -0.0566 -0.4964 0.2807 0.081
H -0.186769 -8.905656 -0.234638 -0.2749 -0.1672 0.8934 0.063
C -2.958149 -2.847416 1.901492 0.6497 -0.9096 -0.4687 -0.074
C -2.006799 -3.582866 2.826502 -0.2567 1.0638 0.9004 -0.421
C -0.552389 -3.135926 2.638472 -0.8564 -0.9352 0.0690 -0.215
O 0.205771 -3.849236 3.580682 1.1195 0.3154 0.0593 -0.186
C 1.526751 -3.290966 3.673252 -0.7078 -0.7198 0.9901 -0.079
N -2.490759 -3.303876 4.185242 0.4623 -1.4138 -0.5386 0.049
H -3.000359 -1.780056 2.118422 -0.0353 -0.0352 0.0425 0.051
H -3.928719 -3.331786 2.008642 -0.1369 0.2999 -0.1692 0.082
H -2.542909 -3.037216 0.911722 -0.4478 0.3941 -0.5463 0.066
H -2.043409 -4.651256 2.613672 -0.0694 -0.1750 0.0652 0.134
H -0.440489 -2.061296 2.782502 0.0312 0.2236 -0.1171 0.109
H -0.219019 -3.476696 1.658242 0.1142 0.4701 -0.5427 0.103
H 2.010381 -3.127816 2.710142 -0.0812 -0.0047 -0.0673 0.061
H 2.089901 -4.002946 4.276622 0.2198 -0.0494 -0.2216 0.092
H 1.467381 -2.379726 4.268422 0.1150 0.4146 -0.2409 0.074
H -2.472949 -2.298926 4.284542 -0.0860 0.4093 0.1947 -0.009
H -1.800349 -3.685996 4.815662 0.0216 -0.0751 0.3267 0.053
```
Positions in Å, forces in eV/Å.

Results
- HOMO (Ha) = -0.2979
- electronic energy (Ha) = -4045.56720